Record 1
Formula: C29H31F6N4SeSiTi
Source: OMol25
Level of theory: ωB97M-V/def2-TZVPD

Results
Energy relative to the best compared isomer or geometry (same formula, charge and spin)   18.1 kcal/mol
Spin multiplicity   2
Frontier orbital gap (alpha / beta)   7.63 / 7.85 eV

XYZ file:
```
73
Properties=species:S:1:pos:R:3:lowdin_charge:R:1
Ti -0.949 -0.721 -0.331 0.803
C 0.285 -0.720 -2.729 -0.171
Si 1.750 -0.301 -1.596 0.391
C 3.292 -1.259 -2.095 -0.150
C 2.172 1.517 -1.800 -0.151
N 1.092 -0.697 -0.062 -0.174
C 1.563 -0.483 1.196 -0.339
C 2.907 -0.321 1.582 -0.028
C 3.255 -0.109 2.908 -0.098
C 2.294 -0.050 3.911 -0.102
C 0.955 -0.217 3.574 -0.020
C 0.650 -0.427 2.256 -0.235
F -0.678 -0.655 1.903 -0.018
H 0.427 -0.286 -3.721 0.057
H -0.654 -0.224 -2.413 0.008
H 0.100 -1.787 -2.841 0.006
H 3.487 -1.125 -3.165 0.040
H 3.248 -2.324 -1.881 -0.010
H 4.155 -0.847 -1.561 0.031
H 2.779 1.672 -2.698 0.033
H 2.747 1.886 -0.945 0.030
H 1.277 2.138 -1.873 0.029
H 3.677 -0.365 0.819 0.101
H 4.301 0.021 3.162 0.101
H 2.577 0.127 4.940 0.098
H 0.161 -0.188 4.311 0.126
F -3.776 -0.519 0.649 0.024
C -3.047 -1.358 -0.161 -0.402
F -3.198 -0.850 -1.489 -0.046
C -3.849 -2.652 -0.182 -0.638
F -3.400 -3.486 -1.135 0.065
F -3.751 -3.276 1.001 0.130
F -5.154 -2.455 -0.426 0.148
N -1.335 1.078 -0.253 0.015
C -1.686 2.293 -0.186 -0.273
C -3.117 2.665 -0.443 -0.195
C -3.868 3.293 0.545 -0.035
C -5.208 3.578 0.328 -0.080
C -5.801 3.255 -0.885 -0.091
C -5.053 2.636 -1.876 -0.076
C -3.717 2.336 -1.653 -0.035
C -0.725 3.386 0.151 -0.163
C 0.440 3.088 0.859 -0.031
C 1.345 4.087 1.174 -0.077
C 1.104 5.397 0.776 -0.090
C -0.051 5.702 0.071 -0.080
C -0.968 4.704 -0.230 -0.027
H -3.402 3.551 1.489 0.121
H -5.793 4.050 1.109 0.101
H -6.847 3.480 -1.055 0.099
H -5.513 2.375 -2.821 0.103
H -3.136 1.827 -2.412 0.112
H 0.622 2.063 1.156 0.096
H 2.240 3.846 1.735 0.103
H 1.813 6.177 1.019 0.100
H -0.244 6.721 -0.240 0.101
H -1.876 4.945 -0.768 0.116
C 1.980 -4.539 -2.242 -0.039
N 2.167 -4.277 -0.825 -0.130
C 3.347 -4.447 -0.125 -0.047
C 3.078 -4.182 1.169 -0.034
N 1.736 -3.865 1.246 -0.104
C 0.992 -3.693 2.483 -0.013
C 1.177 -3.918 0.020 -0.669
Se -0.598 -3.622 -0.417 0.812
H 2.957 -4.683 -2.697 0.096
H 1.480 -3.694 -2.708 0.066
H 1.367 -5.427 -2.382 0.097
H 4.268 -4.716 -0.613 0.126
H 3.716 -4.178 2.037 0.128
H 1.657 -3.281 3.239 0.097
H 0.591 -4.653 2.807 0.104
H 0.165 -3.017 2.309 0.055
```



Record 2
Formula: C4H10NS
Source: OMol25
Level of theory: ωB97M-V/def2-TZVPD

Results
Net charge   +1
Energy relative to the best compared isomer or geometry (same formula, charge and spin)   62.0 kcal/mol
Frontier orbital gap (alpha / beta)   7.52 / 7.52 eV

XYZ file:
```
16
Properties=species:S:1:pos:R:3:lowdin_charge:R:1
C 0.800 -0.572 -0.998 -0.173
C 1.849 -0.064 0.166 -0.186
C -0.514 -0.601 -0.380 -0.346
C -2.961 0.117 0.457 -0.394
N 2.173 1.293 0.005 0.073
S -1.592 0.700 -0.528 1.060
H 0.723 0.071 -1.769 0.064
H 0.985 -1.627 -1.299 0.150
H 1.505 -0.174 1.093 0.080
H 2.698 -0.615 -0.032 0.103
H -0.826 -1.395 0.456 0.164
H -3.839 0.820 0.502 0.070
H -2.819 0.151 1.594 0.084
H -3.336 -0.949 0.253 0.091
H 1.581 1.835 0.569 0.076
H 2.548 1.517 -0.865 0.084
```



Record 3
Formula: C3H12O3
Source: OMol25
Level of theory: ωB97M-V/def2-TZVPD

Results
Energy relative to the best compared isomer or geometry (same formula, charge and spin)   59.4 kcal/mol
Frontier orbital gap   10.32 eV

XYZ file:
```
18
Properties=species:S:1:pos:R:3:lowdin_charge:R:1
C -0.954 -2.795 0.525 -0.149
O -0.936 -1.818 1.553 -0.103
H -1.162 -2.387 -0.463 0.095
H -0.100 -3.472 0.510 0.095
H -1.796 -3.476 0.647 0.077
H -0.299 -2.235 2.137 0.095
C 0.150 2.597 -1.416 -0.202
O -0.452 1.828 -2.396 -0.084
H 0.411 3.595 -1.766 0.085
H -0.323 2.682 -0.438 0.083
H 1.054 2.027 -1.203 0.056
H -1.346 2.147 -2.536 0.080
C 1.103 0.559 0.820 -0.182
O 0.827 -0.659 0.250 -0.130
H 0.205 0.827 1.377 0.090
H 2.014 0.442 1.407 0.086
H 1.190 1.346 0.071 0.021
H 0.414 -1.209 0.920 -0.012
```



Record 4
Formula: C21H27N4O2PdSi
Source: OMol25
Level of theory: ωB97M-V/def2-TZVPD

Results
Net charge   -1
Spin multiplicity   3
Frontier orbital gap (alpha / beta)   6.77 / 6.84 eV

XYZ file:
```
56
Properties=species:S:1:pos:R:3:lowdin_charge:R:1
Pd -0.224 -1.212 -0.424 1.064
C -3.882 -3.142 0.811 -0.044
C -2.424 -2.718 0.901 -0.494
O -1.758 -2.738 -0.174 -0.141
C -1.938 -2.352 2.161 -0.060
C -0.677 -1.790 2.450 -0.351
C -0.371 -1.369 3.863 -0.054
N 0.239 -1.584 1.525 -0.115
N 1.428 -1.034 1.938 0.037
C 2.124 -0.481 0.977 -0.511
O 1.805 -0.414 -0.271 -0.167
C 3.415 0.141 1.389 -0.147
C 4.267 0.663 0.418 -0.033
C 5.445 1.298 0.779 -0.103
C 5.789 1.427 2.117 -0.120
C 4.946 0.907 3.092 -0.105
C 3.769 0.272 2.734 -0.038
H -4.161 -3.225 -0.238 0.070
H -4.526 -2.411 1.301 0.071
H -4.038 -4.109 1.296 0.072
H -2.630 -2.438 2.989 0.085
H -1.178 -1.648 4.539 0.063
H -0.228 -0.287 3.900 0.070
H 0.562 -1.823 4.198 0.070
H 3.975 0.566 -0.619 0.107
H 6.101 1.703 0.017 0.092
H 6.703 1.936 2.401 0.088
H 5.214 1.006 4.138 0.091
H 3.095 -0.126 3.480 0.100
C 0.004 -2.653 -3.841 -0.034
C -0.882 -1.452 -3.646 -0.332
C -1.669 -0.923 -4.655 -0.074
C -2.432 0.214 -4.373 -0.097
C -2.405 0.779 -3.122 -0.037
C -1.582 0.200 -2.123 -0.459
N -0.839 -0.890 -2.438 0.029
N -1.470 0.605 -0.852 -0.095
Si -1.138 2.193 -0.326 0.387
C 0.075 3.056 -1.506 -0.175
C -2.649 3.346 -0.223 -0.193
C -0.356 2.041 1.384 -0.162
H 0.830 -2.411 -4.512 0.077
H -0.544 -3.496 -4.264 0.075
H 0.413 -2.937 -2.874 0.063
H -1.704 -1.385 -5.633 0.094
H -3.050 0.649 -5.152 0.096
H -3.014 1.637 -2.867 0.091
H -0.366 3.211 -2.495 0.016
H 0.962 2.428 -1.624 0.023
H 0.393 4.028 -1.122 0.019
H -3.156 3.423 -1.188 0.005
H -2.324 4.351 0.063 0.017
H -3.377 3.006 0.518 0.018
H 0.731 1.995 1.288 0.023
H -0.688 1.105 1.835 0.006
H -0.605 2.862 2.061 0.021
```



Record 5
Formula: C3H2O2
Source: OMol25
Level of theory: ωB97M-V/def2-TZVPD

Results
Energy relative to the best compared isomer or geometry (same formula, charge and spin)   157.9 kcal/mol
Frontier orbital gap (alpha / beta)   7.54 / 7.54 eV

XYZ file:
```
7
Properties=species:S:1:pos:R:3:lowdin_charge:R:1
C -2.905 0.189 -0.020 0.184
C -0.456 -0.165 0.041 -0.065
C 0.851 -0.417 -0.035 -0.264
O -1.744 -0.075 -0.094 -0.099
O 1.812 0.517 -0.064 -0.015
H 1.241 -1.396 0.267 0.111
H 1.201 1.347 -0.095 0.149
```



Record 6
Formula: H10O5
Source: OMol25
Level of theory: ωB97M-V/def2-TZVPD

Results
Energy relative to the best compared isomer or geometry (same formula, charge and spin)   26.7 kcal/mol
Frontier orbital gap   11.51 eV

XYZ file:
```
15
Properties=species:S:1:pos:R:3:lowdin_charge:R:1
O 2.902 -1.467 -0.332 -0.051
H 3.120 -2.398 -0.434 0.057
H 2.972 -1.020 -1.183 0.040
O 1.291 -1.439 -2.767 -0.061
H 0.683 -0.686 -2.773 0.050
H 1.282 -1.784 -1.867 0.012
O -1.017 2.026 1.653 -0.069
H -0.734 2.923 1.855 0.030
H -0.405 1.490 2.176 0.013
O -5.223 0.379 -0.209 -0.060
H -5.734 0.976 0.341 0.029
H -5.054 0.816 -1.050 0.031
O 1.779 0.384 1.694 -0.067
H 1.507 -0.196 0.970 0.015
H 2.630 -0.004 1.926 0.032
```



Record 7
Formula: C13H18AlBBeCaF7LiN4O8
Source: OMol25
Level of theory: ωB97M-V/def2-TZVPD

Results
Net charge   -2
Frontier orbital gap   1.25 eV

XYZ file:
```
55
Properties=species:S:1:pos:R:3:lowdin_charge:R:1
C 2.158 -1.390 -1.577 -0.126
C 0.914 -1.408 -2.595 -0.170
B -0.228 -2.527 -2.196 -0.160
C -1.768 -2.130 -2.562 -0.115
O -2.768 -2.924 -1.868 -0.156
N -3.516 -3.626 -2.782 -0.037
O -4.661 -3.484 -2.497 0.112
C 0.189 -3.968 -1.508 -0.119
C -0.500 -4.244 -0.151 0.065
C -0.165 -5.629 0.518 0.004
C 0.830 -6.462 -0.364 -0.273
C 1.467 -5.995 -1.720 -0.141
N 1.118 -4.733 -2.266 0.073
H 2.812 -2.338 -1.674 0.090
H 1.866 -1.173 -0.490 0.102
H 2.849 -0.520 -1.913 0.004
H 0.422 -0.360 -2.527 0.087
H 1.245 -1.629 -3.669 0.124
H -1.872 -2.284 -3.707 0.143
H -1.885 -0.992 -2.407 0.139
H -1.237 -3.508 0.336 0.140
H -0.615 -5.986 1.499 0.108
H 1.119 -7.527 0.027 -0.017
H 2.208 -6.696 -2.247 0.098
Li 3.731 1.204 -1.559 0.834
F 1.152 1.944 -3.164 -0.719
N 1.652 4.236 0.480 -0.653
O 1.923 5.407 0.187 -0.033
O 0.640 3.974 1.165 -0.134
O 2.382 3.301 0.082 -0.126
Be -0.019 3.009 -0.882 0.989
F -7.601 -5.459 -1.938 -0.268
Al -8.230 -3.813 -1.707 0.048
F -7.600 -3.145 -0.186 -0.246
F -10.006 -3.863 -1.645 -0.269
F -7.716 -2.787 -3.064 -0.265
Ca 3.015 -6.936 0.784 1.128
F -1.278 3.301 1.773 -0.603
F -6.730 -2.831 1.595 -0.511
C -0.282 7.561 3.558 -0.099
C 0.819 8.436 4.147 -0.276
C 1.742 9.035 3.086 -0.204
C 2.528 8.011 2.391 -0.220
N 3.139 7.208 1.840 0.162
H 0.129 6.684 3.052 0.080
H -0.945 7.206 4.351 0.074
H -0.886 8.122 2.839 0.076
H 1.400 7.849 4.866 0.110
H 0.353 9.254 4.707 0.100
H 2.427 9.739 3.569 0.109
H 1.156 9.610 2.362 0.117
C 5.776 -3.629 1.400 -1.046
O 5.621 -2.435 1.111 -0.022
O 6.869 -4.258 1.320 0.007
O 4.857 -4.403 1.820 -0.115
```



Record 8
Formula: C5H11ClNP
Source: OMol25
Level of theory: ωB97M-V/def2-TZVPD

Results
Energy relative to the best compared isomer or geometry (same formula, charge and spin)   86.6 kcal/mol
Frontier orbital gap (alpha / beta)   6.65 / 9.13 eV

XYZ file:
```
19
Properties=species:S:1:pos:R:3:lowdin_charge:R:1
C 1.491 -0.172 1.183 -0.128
C 0.432 1.039 1.235 -0.185
C 0.884 -1.114 0.184 -0.216
C -0.770 0.563 0.571 -0.879
C -0.296 1.530 -2.091 0.049
N -0.553 -0.798 0.372 -0.434
P -1.920 -1.664 -0.350 0.815
Cl -2.349 1.121 0.587 0.659
H 2.369 0.278 0.789 0.099
H 1.508 -0.628 2.097 0.078
H 0.265 1.400 2.266 0.110
H 0.826 1.956 0.735 0.109
H 1.108 -0.887 -0.856 0.092
H 1.114 -2.218 0.391 0.138
H -0.932 0.861 -2.665 -0.012
H 0.675 1.086 -1.743 -0.009
H -0.597 2.408 -1.626 -0.047
H -1.908 -2.765 0.500 -0.122
H -1.346 -1.995 -1.579 -0.117
```



Record 9
Formula: C21H69N21O12
Source: OMol25
Level of theory: ωB97M-V/def2-TZVPD

Results
Energy relative to the best compared isomer or geometry (same formula, charge and spin)   22.6 kcal/mol
Frontier orbital gap   9.25 eV

XYZ file:
```
123
Properties=species:S:1:pos:R:3:lowdin_charge:R:1
C -4.219 0.343 -1.257 -0.091
O -3.956 1.203 -2.318 -0.234
C -4.775 1.290 -3.429 -0.228
C -5.057 -0.069 -4.077 -0.442
C -3.771 -0.670 -4.511 -0.063
N -6.115 0.322 -5.032 0.034
H -5.265 0.431 -1.015 0.091
H -3.565 0.709 -0.458 0.074
H -3.870 -0.639 -1.584 0.091
H -5.703 1.732 -3.065 0.124
H -4.324 1.947 -4.163 0.129
H -5.526 -0.733 -3.331 0.137
H -2.974 -0.637 -3.771 0.049
H -3.350 -0.201 -5.397 0.080
H -3.960 -1.715 -4.785 0.086
H -5.683 1.012 -5.655 0.075
H -6.367 -0.416 -5.678 0.068
C 2.368 1.161 -2.370 -0.075
O 3.137 2.343 -2.682 -0.202
C 2.242 3.432 -2.958 -0.232
C 3.056 4.589 -3.466 -0.416
C 4.136 4.991 -2.498 -0.068
N 2.082 5.718 -3.788 0.039
H 1.591 0.963 -3.104 0.066
H 1.941 1.318 -1.378 0.069
H 3.131 0.388 -2.276 0.082
H 1.529 3.161 -3.781 0.132
H 1.687 3.662 -2.010 0.121
H 3.408 4.213 -4.419 0.137
H 4.861 4.186 -2.277 0.086
H 3.703 5.161 -1.512 0.078
H 4.722 5.863 -2.788 0.075
H 2.198 6.451 -3.095 0.054
H 2.272 6.095 -4.702 0.058
C 4.396 -3.448 0.404 -0.076
O 5.135 -2.250 0.219 -0.182
C 4.501 -1.062 0.384 -0.253
C 4.155 -0.741 1.818 -0.463
C 3.628 0.737 1.902 -0.039
N 5.158 -0.965 2.829 0.054
H 3.811 -3.496 1.351 0.072
H 5.037 -4.328 0.263 0.090
H 3.679 -3.506 -0.456 0.091
H 5.170 -0.203 0.137 0.139
H 3.563 -0.999 -0.237 0.129
H 3.337 -1.391 2.114 0.084
H 2.812 1.019 1.238 0.062
H 4.492 1.333 1.567 0.074
H 3.383 1.043 2.917 0.063
H 5.730 -1.742 2.542 0.065
H 5.771 -0.148 2.875 0.075
N 1.767 0.795 6.784 0.125
C 0.973 0.900 5.619 -0.640
N -0.035 1.741 5.826 0.181
O 1.173 0.207 4.617 -0.015
H 2.037 1.615 7.310 0.087
H 2.608 0.306 6.463 0.094
H -0.230 2.196 6.700 0.112
H -0.531 2.020 4.984 0.068
N 0.133 -0.202 -6.096 0.132
C -0.605 0.900 -5.573 -0.669
N -0.818 0.747 -4.245 0.160
O -0.948 1.848 -6.256 0.011
H 0.187 -1.067 -5.580 0.065
H 0.184 -0.279 -7.110 0.093
H -0.730 -0.163 -3.797 0.035
H -1.287 1.501 -3.814 0.082
N 1.863 -2.789 5.121 0.118
C 1.552 -3.930 4.307 -0.646
N 1.936 -3.686 3.060 0.169
O 0.998 -4.934 4.785 0.001
H 2.514 -2.058 4.816 0.081
H 2.010 -3.054 6.096 0.100
H 1.869 -2.708 2.725 0.090
H 1.562 -4.376 2.407 0.100
N -1.759 -6.128 0.599 0.154
C -1.018 -5.005 0.705 -0.664
N -1.754 -3.904 1.006 0.176
O 0.163 -4.901 0.365 -0.016
H -2.769 -6.077 0.660 0.107
H -1.250 -7.015 0.654 0.122
H -1.193 -3.063 1.057 0.088
H -2.575 -3.894 1.587 0.103
N -0.406 5.214 -0.850 0.157
C -1.312 4.225 -0.940 -0.694
N -1.899 4.110 -2.113 0.193
O -1.436 3.358 -0.056 -0.024
H -0.024 5.659 -1.694 0.101
H 0.202 5.060 -0.047 0.118
H -2.655 3.446 -2.131 0.097
H -1.714 4.676 -2.917 0.114
N -3.531 1.111 3.824 0.166
C -2.814 2.016 3.137 -0.645
N -3.482 2.264 1.973 0.167
O -1.672 2.437 3.386 -0.013
H -3.214 0.874 4.764 0.109
H -4.425 0.722 3.561 0.115
H -4.402 2.004 1.765 0.080
H -3.057 2.927 1.341 0.072
N -0.036 -3.829 -3.494 0.170
C -0.033 -2.745 -2.710 -0.620
N 0.683 -3.032 -1.614 0.176
O -0.696 -1.682 -2.885 -0.042
H -0.535 -3.672 -4.348 0.107
H 0.640 -4.534 -3.318 0.106
H 0.667 -3.948 -1.205 0.059
H 0.920 -2.329 -0.943 0.053
N -1.641 -3.298 5.852 0.147
C -2.267 -2.185 5.236 -0.618
N -1.342 -1.420 4.565 0.154
O -3.484 -1.922 5.279 -0.026
H -2.332 -3.874 6.253 0.068
H -0.694 -3.694 5.800 0.070
H -0.335 -1.586 4.576 0.059
H -1.535 -0.598 3.994 0.065
N -0.102 0.404 1.921 0.206
C 0.112 -0.300 0.841 -0.694
N -0.493 0.302 -0.171 0.198
O 0.798 -1.348 0.802 -0.020
H 0.470 0.145 2.689 0.053
H -0.611 1.280 1.979 0.089
H -0.754 -0.428 -0.817 0.083
H -0.929 1.191 -0.302 0.074
```



Record 10
Formula: C23H30N6O3
Source: OMol25
Level of theory: ωB97M-V/def2-TZVPD

Results
Energy relative to the best compared isomer or geometry (same formula, charge and spin)   84.8 kcal/mol
Frontier orbital gap   8.23 eV

XYZ file:
```
62
Properties=species:S:1:pos:R:3:lowdin_charge:R:1
C -6.068 -1.203 -2.337 -0.080
O -5.265 -0.798 -3.418 -0.066
C -3.953 -0.536 -3.179 -0.198
C -3.323 -0.654 -1.964 0.046
C -1.956 -0.358 -1.823 -0.140
C -1.266 -0.463 -0.584 0.058
C 0.055 -0.189 -0.489 -0.096
C 0.804 -0.241 0.823 -0.206
C 0.783 1.156 1.340 -0.264
N -0.263 1.953 1.362 0.097
N 0.160 3.113 1.839 -0.031
N 1.399 3.076 2.106 0.050
N 1.845 1.854 1.815 -0.012
C 3.227 1.462 1.960 -0.250
C 4.000 1.772 0.670 -0.128
C 4.453 3.212 0.881 -0.190
C 4.920 3.206 2.335 -0.184
C 3.913 2.298 3.057 -0.132
N 0.182 -1.185 1.740 -0.121
C 0.426 -2.553 1.318 -0.189
C -0.438 -3.511 2.131 -0.180
C -0.118 -3.366 3.614 -0.209
C -0.290 -1.906 4.015 -0.178
C 0.567 -1.009 3.127 -0.190
C 0.813 0.276 -1.637 -0.404
O 1.998 0.585 -1.622 0.042
N 0.095 0.356 -2.807 0.179
C -1.234 0.066 -2.948 -0.175
C -1.869 0.189 -4.188 0.056
C -3.210 -0.106 -4.317 -0.191
O -3.920 -0.024 -5.466 -0.053
C -3.266 0.407 -6.634 -0.075
H -5.720 -2.149 -1.910 0.097
H -7.067 -1.339 -2.749 0.095
H -6.100 -0.440 -1.553 0.099
H -3.860 -0.973 -1.086 0.114
H -1.802 -0.767 0.301 0.132
H 1.858 -0.509 0.608 0.155
H 3.230 0.393 2.192 0.137
H 3.391 1.625 -0.221 0.090
H 4.867 1.112 0.609 0.124
H 5.237 3.510 0.187 0.108
H 3.605 3.888 0.765 0.105
H 4.945 4.205 2.766 0.107
H 5.922 2.780 2.397 0.107
H 4.404 1.654 3.785 0.108
H 3.164 2.896 3.575 0.097
H 0.180 -2.636 0.257 0.120
H 1.492 -2.821 1.443 0.132
H -0.261 -4.534 1.795 0.110
H -1.488 -3.267 1.960 0.113
H -0.774 -4.003 4.210 0.107
H 0.913 -3.678 3.798 0.111
H -0.008 -1.757 5.059 0.111
H -1.334 -1.615 3.895 0.118
H 0.404 0.033 3.409 0.121
H 1.637 -1.250 3.287 0.127
H 0.609 0.691 -3.614 0.166
H -1.290 0.520 -5.036 0.111
H -4.026 0.402 -7.414 0.096
H -2.871 1.422 -6.522 0.099
H -2.455 -0.272 -6.916 0.098
```